DFT (wB97M-V/def2-TZVPD) results for C37H84F3MnN12O15S as an isolated structure in a non-equilibrium geometry.

XYZ file:
```
153
Properties=species:S:1:pos:R:3:forces:R:3
Mn -0.765 -1.215 -3.092 0.6991 0.3513 0.3332
C -0.036 -0.433 1.499 -0.9011 1.6201 -1.0901
F 0.902 -1.379 1.530 -0.6716 0.5518 0.6911
F -1.268 -0.988 1.584 1.1014 0.2567 0.3585
F 0.087 0.536 2.489 0.0989 -2.2374 -1.2859
S 0.106 0.492 -0.166 -0.2243 1.7341 -1.7291
O -0.749 1.656 -0.094 -0.5785 -0.8616 0.7533
O 1.484 0.890 -0.285 0.7473 -0.9140 0.5921
O -0.315 -0.403 -1.266 0.2642 -0.4371 1.8964
C 2.444 -1.983 -3.707 1.2659 1.2350 -1.0711
O 1.228 -1.982 -3.532 -0.5364 -0.6884 0.4145
N 3.428 -1.781 -2.868 0.9618 0.4532 2.8074
C 3.361 -1.586 -1.400 -0.5618 0.1103 -0.5177
C 4.830 -1.870 -3.258 0.1862 -0.5787 -0.1676
H 2.966 -1.958 -4.676 -1.0777 -0.6223 -0.7431
H 3.621 -2.530 -0.921 -0.1220 0.1009 0.3000
H 2.402 -1.172 -1.087 -0.0241 -0.3788 -0.1105
H 4.108 -0.827 -1.168 -0.0354 -0.1226 0.1545
H 5.506 -1.238 -2.682 -0.6555 1.0634 -0.3512
H 5.261 -2.801 -2.891 -0.3333 -0.7168 -0.7336
H 4.894 -1.710 -4.334 0.5037 -0.2301 0.1538
C 4.154 -4.588 2.347 -0.3648 1.4890 1.2626
O 4.183 -3.849 1.381 -0.0724 -0.4572 -0.7863
N 3.489 -4.213 3.491 -0.8002 -0.5766 0.2482
C 3.690 -4.890 4.806 -0.3509 0.2499 -0.8644
C 2.645 -2.972 3.521 1.5044 -0.1017 0.3690
H 4.703 -5.540 2.404 -0.1101 0.0220 0.1144
H 4.164 -4.242 5.543 0.2890 0.1771 -0.2734
H 4.284 -5.794 4.670 0.0600 0.1293 -0.0543
H 2.744 -5.175 5.267 -0.2242 -0.0610 -0.2767
H 1.667 -3.098 3.985 0.1548 -0.4291 0.1963
H 3.251 -2.295 4.124 -0.3996 0.4045 0.2518
H 2.495 -2.455 2.573 0.4160 -0.7983 -0.1217
C -3.809 -0.147 -3.083 -0.3564 -0.2374 -0.0159
O -2.568 -0.218 -3.204 -1.0906 0.0357 -0.4897
N -4.697 0.130 -4.038 1.4065 -1.1152 -0.5678
C -6.125 0.119 -3.796 0.0933 0.1556 -0.7960
C -4.316 0.187 -5.467 0.6807 1.8611 0.5506
H -4.314 -0.360 -2.128 0.3515 0.2909 0.0645
H -6.486 1.144 -3.875 -0.2379 -0.0648 0.3529
H -6.396 -0.370 -2.860 0.0368 0.1858 -0.1205
H -6.489 -0.420 -4.671 -0.6981 -0.1893 0.3816
H -4.753 1.108 -5.852 -0.2836 -0.0750 -0.2047
H -3.248 0.397 -5.525 0.0497 -0.4262 0.0550
H -4.594 -0.626 -6.138 -0.1879 -0.3623 0.6618
C 0.608 1.588 -4.285 -1.3366 -0.7132 -0.3240
O 0.108 0.431 -4.061 1.2818 2.4261 -0.7529
N 0.559 2.211 -5.464 -0.9949 0.3982 0.1752
C 0.883 3.645 -5.588 0.9440 -0.0865 0.5392
C -0.103 1.667 -6.636 1.2901 0.0750 -0.1358
H 1.067 2.290 -3.572 -0.0683 -0.8253 0.6950
H 0.170 4.221 -6.178 -0.2941 -0.4840 -0.0031
H 1.859 3.747 -6.063 0.0113 0.0405 -0.1354
H 0.953 4.113 -4.606 -0.0168 -0.1460 0.0653
H -0.917 2.326 -6.939 -0.4751 -0.5042 0.2950
H 0.639 1.788 -7.425 -0.0659 -0.3578 -0.3647
H -0.288 0.605 -6.470 -0.4873 0.2874 -0.1951
C -3.919 1.953 0.119 -0.3882 1.4350 -1.4283
O -4.513 2.394 -0.900 0.7127 -1.3089 2.0891
N -3.968 2.498 1.351 -1.3679 -0.3310 -0.3276
C -2.979 2.248 2.342 1.7223 -1.1903 -0.0769
C -4.917 3.493 1.736 -0.8919 0.8902 0.3465
H -3.199 1.120 0.072 -0.0941 0.0368 -0.1453
H -2.965 3.005 3.126 0.1175 0.1009 -0.4932
H -2.061 2.176 1.758 0.5088 0.3659 0.7611
H -3.020 1.297 2.873 -0.6864 -0.3277 -0.0017
H -4.507 4.497 1.629 -0.1209 0.2032 -0.4635
H -5.884 3.397 1.242 0.2924 0.0754 -0.3094
H -5.108 3.429 2.807 -0.0363 -0.3804 0.0359
C -1.601 -6.359 2.649 -1.7615 1.5515 -1.1348
O -2.727 -5.833 2.591 1.2467 -1.0888 0.5019
N -0.497 -5.680 2.318 2.3861 -0.1417 -0.2969
C 0.800 -6.412 2.203 -0.5864 0.5232 -0.1626
C -0.466 -4.250 1.917 -0.9973 -0.7496 1.2981
H -1.398 -7.426 2.828 -0.2477 0.0808 0.3442
H 0.920 -7.212 2.933 -0.5099 -0.1802 -0.1991
H 1.668 -5.779 2.388 -0.3116 0.4265 -0.0724
H 0.841 -6.764 1.172 0.4375 -0.3978 0.0875
H -0.318 -3.715 2.855 0.3203 0.4988 -0.1972
H 0.305 -3.999 1.189 -0.0346 -0.3719 0.0546
H -1.466 -3.959 1.594 0.0849 -0.1221 -0.3161
C -2.239 -3.935 -1.854 0.9087 -2.3370 0.0038
O -1.566 -2.951 -2.142 -0.5688 0.7057 -0.3279
N -1.710 -5.172 -1.864 0.9214 0.7420 -0.0917
C -2.314 -6.233 -1.099 -0.2375 -0.6993 0.7501
C -0.277 -5.444 -2.085 -0.0778 -0.8080 0.2632
H -3.292 -4.068 -1.561 -0.0889 1.2377 -0.1092
H -1.775 -6.254 -0.152 -0.4298 -0.0511 0.4027
H -2.180 -7.237 -1.504 0.1765 0.2302 -0.6197
H -3.389 -6.133 -0.949 0.1394 0.4208 0.1038
H 0.311 -4.785 -2.723 -0.7873 -0.0176 -0.3852
H 0.317 -5.513 -1.173 -0.3956 0.4415 0.6423
H -0.310 -6.494 -2.376 0.5468 0.1802 -0.8189
C -1.286 4.808 3.385 -0.6174 0.9703 1.3674
O -0.951 4.678 4.555 0.5031 -0.4398 -0.7760
N -0.663 4.409 2.275 0.6783 -0.4924 -1.3317
C 0.660 3.810 2.298 -0.2939 -0.7758 1.0117
C -1.223 4.575 0.940 -0.4337 1.2078 -0.5266
H -2.205 5.389 3.208 -0.1991 -0.1968 -0.5457
H 1.410 4.330 1.703 -0.2685 0.2308 -0.1156
H 0.581 2.769 1.985 0.1336 0.0802 -0.4078
H 0.985 3.752 3.337 0.0791 0.3030 0.0242
H -2.277 4.852 0.915 -0.1347 -0.0713 0.6341
H -0.749 5.423 0.445 0.3355 0.0926 -0.0911
H -1.151 3.741 0.242 0.4051 -0.3212 0.6772
C 5.505 -0.356 2.341 0.3061 -0.0011 2.3521
O 6.637 -0.552 2.835 -2.4419 0.4940 -1.7574
N 4.595 0.552 2.836 -0.2344 -0.3360 0.3680
C 3.166 0.543 2.521 0.2504 -0.5231 -0.4933
C 4.904 1.355 4.004 0.4484 0.7346 -0.7356
H 4.950 -0.944 1.594 0.8615 -0.3685 -0.4630
H 2.756 1.509 2.229 0.3995 0.2520 -0.0693
H 2.552 0.221 3.363 0.2364 -0.1257 0.3416
H 2.944 -0.143 1.703 0.2799 0.0515 -0.0932
H 4.105 1.318 4.743 0.1902 -0.3655 0.1368
H 5.899 1.106 4.374 -0.2840 -0.1533 0.1778
H 4.938 2.382 3.640 0.0938 0.3494 0.3113
C -0.900 -1.267 5.171 0.5001 -1.7453 -0.7135
O 0.063 -1.299 5.905 0.1115 1.2296 0.1236
N -1.535 -2.430 4.851 -0.2168 -1.2313 0.7415
C -1.302 -3.629 5.705 -0.5085 0.6683 -0.1706
C -2.772 -2.455 4.119 -1.1956 0.8939 -0.5014
H -1.273 -0.453 4.530 0.1154 0.5349 0.5307
H -0.850 -4.451 5.150 -0.0480 0.0100 -0.0920
H -2.303 -3.902 6.041 0.1726 -0.4716 0.0924
H -0.702 -3.410 6.588 0.0764 0.2585 -0.3384
H -3.282 -1.496 4.216 0.0843 0.2952 -0.0127
H -2.717 -2.633 3.045 0.4909 -0.2369 -0.0048
H -3.516 -3.157 4.494 0.4245 -0.2662 0.2689
C 2.166 3.899 -1.366 -1.0593 0.0229 -0.5011
O 1.444 4.183 -2.325 0.5973 0.3328 -0.1615
N 3.214 4.585 -0.896 0.5575 -0.0196 0.1496
C 3.882 4.079 0.286 0.6079 -0.0858 0.5949
C 3.866 5.819 -1.424 -1.1355 -0.5619 0.8139
H 1.894 2.996 -0.798 0.4798 0.1745 0.2531
H 4.877 3.689 0.068 0.1946 0.1623 -0.2238
H 3.393 3.265 0.821 -0.5381 0.0633 -0.4637
H 3.999 4.889 1.006 0.0480 0.0721 0.0513
H 4.876 5.593 -1.765 -0.1685 0.0320 -0.2752
H 3.234 6.342 -2.142 0.1862 -0.4310 -0.2160
H 3.932 6.468 -0.550 0.2269 0.2051 -0.0920
C -3.967 5.129 -2.665 -2.0212 1.2998 -1.1251
O -4.519 6.235 -2.759 0.6819 -1.4525 0.6891
N -2.680 4.898 -2.789 3.0029 -2.6326 1.2269
C -2.141 3.525 -2.844 -0.2902 -1.0863 0.1124
C -1.590 5.815 -2.750 0.2810 1.6597 -0.9237
H -4.456 4.143 -2.639 -0.7463 0.3455 0.2695
H -1.604 3.117 -1.987 0.2795 1.0302 0.6576
H -1.421 3.386 -3.651 -0.1212 0.4564 -0.3880
H -2.854 2.704 -2.915 -0.7807 0.5875 -0.5073
H -1.214 5.818 -3.773 0.4307 0.4939 -0.1208
H -1.895 6.827 -2.481 -0.3063 -0.1038 -0.1695
H -0.733 5.570 -2.124 -0.3701 -0.6481 0.2710
```
Forces are in eV/Å.

Summary:
HOMO level (spin up / spin down)	-10.510 / -10.510	eV
2S+1	6
expectation value of S²	8.753
M	1081.1	g mol⁻¹
charge	+1

Löwdin atomic charge list, values in e, 6 entries: atom 1 (Mn): 0.9601, atom 2 (C): -0.5444, atom 3 (F): 0.1188, atom 4 (F): 0.1145, atom 5 (F): 0.0879, atom 6 (S): 0.5293